Formula: C24H60CdK2N4O4S
Source: OMol25
Level of theory: ωB97M-V with the def2-TZVPD basis set

ORCA input file:
```
! RIJCOSX wB97M-V def2-TZVPD def2/J DEFGRID3
* xyz 3 2
H 4.621 -5.203 6.149
H 4.049 -2.216 6.827
O 0.510 -0.158 2.158
H 5.568 -4.189 7.180
H 3.976 -4.523 7.670
C 4.563 -4.313 6.776
H 3.512 1.826 -3.932
C 2.447 2.641 -2.296
C 1.707 -3.879 6.395
C 4.540 -0.424 -2.994
H 1.502 -3.712 2.348
H 4.445 -1.505 -2.890
N -3.315 -1.722 -0.916
C -4.736 -1.491 -0.586
C -2.864 4.849 -3.222
C -1.739 4.531 -1.026
H 6.220 0.828 -3.002
H 1.674 2.364 -3.013
C -2.821 -0.785 -1.900
H -1.381 5.114 -0.177
C -5.354 -0.101 -0.106
C -1.886 -3.497 -1.674
H 2.267 -1.621 -1.030
C -3.907 3.765 -2.948
C 1.567 -3.252 7.843
H 2.766 3.673 -2.438
H 2.948 -4.911 4.373
N 3.475 0.392 -2.339
N 2.634 -3.168 5.532
H 0.755 -4.390 3.608
H 0.736 -3.831 5.903
H -4.478 -0.664 -3.420
H -1.102 -2.833 -1.308
H -1.444 -4.463 -1.429
O 0.684 0.916 0.035
H -4.037 7.343 -3.290
H 1.282 -2.200 7.817
K 2.086 -0.439 4.414
H -3.121 5.427 -4.110
C 1.967 -1.670 -2.077
H -4.289 8.410 -1.853
H -2.795 0.226 -1.495
H -5.033 -2.251 0.137
K 3.358 0.939 0.589
C -3.323 6.454 -1.461
H -4.271 5.920 -1.398
H 2.603 -2.322 -2.676
H -5.254 -1.779 -1.501
C -3.656 7.654 -2.317
S -0.033 -0.071 0.860
H -3.505 2.997 -2.287
Cd -2.024 -1.495 0.820
C 5.987 -0.170 -2.631
H 4.492 2.221 -2.528
H 4.745 -2.768 5.303
H -3.280 -1.887 -3.855
H 1.003 -2.605 3.489
H -6.409 -0.298 0.085
H -2.521 3.826 -0.745
H -3.936 3.196 -3.877
H -2.794 8.277 -2.556
H 1.943 2.364 -1.371
N -2.287 5.525 -2.035
H 6.117 -0.217 -1.550
C 2.169 -0.256 -2.537
H 1.398 0.421 -2.170
C 3.559 1.755 -2.845
H -4.836 0.261 0.783
H -2.812 -0.215 -3.887
H 3.629 -3.457 3.727
H 0.931 -2.009 -2.085
H -5.126 0.742 -0.757
H -0.156 3.033 -0.808
H 2.517 -3.342 8.368
C 4.028 -3.015 6.086
C 1.470 -3.588 3.430
O -0.193 -1.411 0.278
O -1.435 0.260 0.952
H 1.938 -4.944 6.416
C -3.425 -0.935 -3.345
H -0.854 2.836 -2.298
H -1.780 -3.454 -2.758
H 1.997 -0.137 -3.607
H 4.449 -0.490 -4.078
H -3.904 -3.380 -2.234
H -4.910 4.113 -2.704
C -3.311 -3.138 -1.351
H -1.748 -0.941 -2.012
C 2.744 -3.850 4.227
C -0.586 3.636 -1.608
H 6.731 -0.832 -3.073
H -3.077 6.762 -0.445
H 0.279 4.158 -2.018
H -3.636 -3.792 -0.542
H -1.979 4.305 -3.554
H 0.771 -3.750 8.396
*
```

Summary:
total energy: -3235.2082 Eh
frontier orbital gap (alpha / beta): 6.836 / 4.586 eV